(1)
DFT (the ωB97M-V functional and the def2-TZVPD basis) results for a structure of composition C48H111AsF6N4O2P2 at a distorted geometry.

## Properties
E (Eh): -5780.83209
Energy above the lowest of the compared OMol25 structures with the same formula, charge and spin (kcal per mole): 0.0
Orbital gap (alpha / beta) (eV): 6.258 / 2.173
Total charge: +5
Spin multiplicity: 2
<S²>: 0.766

Each line ends with the Löwdin spin population.
CARTESIAN COORDINATES (ANGSTROEM)
1 As 2.5424 0.2587 1.9866  0.000
2 F 1.0478 0.2907 3.0193  0.004
3 F 1.4966 0.0217 0.5566  0.000
4 F 3.9219 0.2482 0.8466  0.000
5 F 3.5855 0.5979 3.3276  0.000
6 F 2.6745 -1.5180 2.2530  0.000
7 F 2.4367 2.0826 1.8074  0.001
8 C 3.9769 4.6606 0.2665  0.000
9 N 3.8441 4.1727 -1.2447  0.000
10 C 5.2981 4.0095 -1.6443  0.000
11 C 3.0286 2.8481 -1.2673  0.000
12 C 3.1177 5.3013 -1.9712  0.000
13 C 2.9216 5.1639 -3.5428  0.000
14 O 2.2626 4.0281 -3.9288  0.000
15 H 4.4969 3.9379 0.8953  0.000
16 H 3.0099 4.8411 0.7359  0.000
17 H 4.4987 5.6173 0.2902  0.000
18 H 5.7008 3.1097 -1.1792  0.000
19 H 5.8918 4.8849 -1.3809  0.000
20 H 5.2964 3.8739 -2.7258  0.000
21 H 1.9863 2.9664 -0.9712  0.000
22 H 3.4765 2.0720 -0.6467  0.000
23 H 3.0299 2.5799 -2.3238  0.000
24 H 3.6409 6.2312 -1.7483  0.000
25 H 2.1488 5.4295 -1.4886  0.000
26 H 3.8752 5.2728 -4.0593  0.000
27 H 2.2766 5.9891 -3.8449  0.000
28 H 1.3378 4.2580 -4.0454  0.000
29 C 8.2166 0.1515 3.1846  0.000
30 N 7.0348 -0.7858 3.5403  0.000
31 C 6.1148 0.1317 4.3621  0.000
32 C 6.3233 -1.1526 2.2231  0.000
33 C 7.3243 -2.0208 4.4152  0.000
34 C 8.5330 -1.8005 5.3601  0.000
35 O 8.3488 -0.9837 6.4597  0.000
36 H 8.7602 0.5370 4.0472  0.000
37 H 7.7459 0.9506 2.6119  0.000
38 H 8.8833 -0.3903 2.5137  0.000
39 H 6.8030 0.6018 5.0647  0.000
40 H 5.2275 -0.3178 4.8077  0.000
41 H 5.8867 0.9744 3.7094  0.000
42 H 6.8788 -1.8258 1.5703  0.000
43 H 6.2191 -0.2838 1.5732  0.000
44 H 5.3863 -1.6515 2.4707  0.000
45 H 7.6924 -2.7387 3.6822  0.000
46 H 6.3869 -2.4104 4.8121  0.000
47 H 9.5082 -1.7519 4.8757  0.000
48 H 8.5867 -2.8267 5.7237  0.000
49 H 7.5781 -1.3923 6.8603  0.000
50 C -1.6292 5.3749 1.2096  0.001
51 C -2.3683 4.3688 2.1634  -0.005
52 N -1.5077 3.7607 3.1573  0.024
53 C -1.8331 2.5713 3.7824  0.356
54 C -0.7190 2.1301 4.5577  0.285
55 N 0.2934 3.0755 4.3430  0.036
56 C -0.2483 4.0847 3.5364  0.268
57 C 1.6472 3.0408 4.8594  0.001
58 H -1.2837 6.2766 1.7152  0.000
59 H -2.2908 5.8415 0.4797  0.000
60 H -0.8722 4.8585 0.6194  0.001
61 H -2.6027 3.5343 1.5025  -0.002
62 H -3.2531 4.8224 2.6099  -0.002
63 H -2.8059 2.1421 3.5930  0.010
64 H -0.5861 1.1939 5.0795  0.007
65 H 0.2344 5.0036 3.2382  0.007
66 H 1.8641 3.7722 5.6380  0.001
67 H 2.3833 3.1888 4.0692  0.001
68 H 1.7903 2.0495 5.2894  0.000
69 C -1.4090 0.7966 0.5990  0.003
70 C -1.4184 0.5465 -0.9773  0.002
71 C -2.5659 1.1345 -1.7919  0.000
72 C -3.9183 0.4107 -1.5473  0.000
73 P -5.5298 1.1390 -2.0880  0.000
74 C -5.3042 1.7920 -3.7906  0.000
75 C -4.7036 0.8358 -4.8492  0.000
76 C -5.0362 1.3422 -6.2961  0.000
77 C -6.5697 1.6704 -6.6429  0.000
78 C -6.9019 -0.2086 -2.0082  0.000
79 C -8.3076 0.2961 -2.5383  0.000
80 C -8.5951 0.0070 -4.0237  0.000
81 C -9.8390 0.8545 -4.4625  0.000
82 C -6.0523 2.3884 -0.8283  0.000
83 C -5.4947 3.8380 -1.2379  0.000
84 C -5.7988 4.8911 -0.2458  0.000
85 C -7.3425 4.8531 0.2309  0.000
86 H -0.5740 1.4524 0.8455  0.000
87 H -1.2728 -0.0434 1.2801  0.000
88 H -2.3346 1.3145 0.8504  0.001
89 H -1.5024 -0.5244 -1.1623  0.000
90 H -0.4407 0.8074 -1.3825  0.000
91 H -2.2141 1.0047 -2.8154  0.000
92 H -2.7200 2.1878 -1.5574  0.000
93 H -4.1682 0.2835 -0.4940  0.000
94 H -3.8076 -0.5791 -1.9901  0.000
95 H -4.7614 2.7370 -3.8105  0.000
96 H -6.3343 1.9869 -4.0889  0.000
97 H -5.0685 -0.1872 -4.7576  0.000
98 H -3.6191 0.8129 -4.7429  0.000
99 H -4.7219 0.6056 -7.0354  0.000
100 H -4.5372 2.2984 -6.4539  0.000
101 H -7.0821 0.7084 -6.6334  0.000
102 H -6.7847 1.9755 -7.6670  0.000
103 H -6.9876 2.3173 -5.8715  0.000
104 H -6.8534 -0.3468 -0.9281  0.000
105 H -6.4805 -1.0556 -2.5494  0.000
106 H -8.4449 1.3548 -2.3181  0.000
107 H -9.0627 -0.2556 -1.9783  0.000
108 H -8.7966 -1.0396 -4.2520  0.000
109 H -7.8167 0.3042 -4.7264  0.000
110 H -10.5048 0.9393 -3.6037  0.000
111 H -10.3757 0.3630 -5.2740  0.000
112 H -9.5109 1.8512 -4.7576  0.000
113 H -5.6900 2.0320 0.1360  0.000
114 H -7.1403 2.4532 -0.8244  0.000
115 H -5.7436 4.1405 -2.2551  0.000
116 H -4.4098 3.7334 -1.2244  0.000
117 H -5.5463 5.9220 -0.4941  0.000
118 H -5.2071 4.5605 0.6078  0.000
119 H -7.9910 4.8047 -0.6438  0.000
120 H -7.7276 5.6459 0.8721  0.000
121 H -7.5445 3.8858 0.6910  0.000
122 C 3.3659 -0.4398 -2.8532  0.000
123 C 2.5432 -1.5608 -3.4721  0.000
124 C 1.5667 -2.3064 -2.4671  0.000
125 C 2.1720 -2.9656 -1.1863  0.000
126 P 1.1108 -4.0181 -0.1308  0.000
127 C 0.5270 -5.5101 -0.9984  0.000
128 C 0.1842 -6.7072 -0.2305  0.000
129 C 0.0262 -8.0203 -1.0196  0.000
130 C -0.2447 -9.2251 0.0002  0.000
131 C 2.2030 -4.5919 1.1832  0.000
132 C 3.6992 -4.9242 0.8079  0.000
133 C 4.4103 -5.7238 1.8869  0.000
134 C 4.4725 -5.0877 3.2923  0.000
135 C -0.2292 -2.9756 0.6066  0.000
136 C -1.3438 -3.8748 1.2695  0.000
137 C -2.3413 -3.0986 2.1325  0.000
138 C -1.5875 -2.4653 3.3161  0.000
139 H 4.0540 -0.8448 -2.1112  0.000
140 H 2.7414 0.3130 -2.3721  0.000
141 H 3.9603 -0.0171 -3.6632  0.000
142 H 3.2447 -2.2393 -3.9575  0.000
143 H 1.9009 -1.2145 -4.2818  0.000
144 H 0.9519 -2.9744 -3.0704  0.000
145 H 0.7678 -1.5840 -2.2996  0.000
146 H 2.6413 -2.2141 -0.5513  0.000
147 H 2.8924 -3.6650 -1.6103  0.000
148 H 1.2484 -5.7591 -1.7767  0.000
149 H -0.3157 -5.0854 -1.5440  0.000
150 H -0.6439 -6.4325 0.4229  0.000
151 H 1.0028 -6.8676 0.4712  0.000
152 H 0.9284 -8.2786 -1.5741  0.000
153 H -0.7090 -7.9277 -1.8189  0.000
154 H -1.2755 -9.2434 0.3542  0.000
155 H 0.4856 -9.2812 0.8073  0.000
156 H -0.0886 -10.1667 -0.5263  0.000
157 H 1.8020 -5.4206 1.7668  0.000
158 H 2.2205 -3.8526 1.9840  0.000
159 H 4.2140 -4.0305 0.4551  0.000
160 H 3.5183 -5.5852 -0.0397  0.000
161 H 5.3897 -5.9648 1.4735  0.000
162 H 3.9126 -6.6897 1.9729  0.000
163 H 4.7311 -5.9739 3.8719  0.000
164 H 3.5843 -4.7276 3.8115  0.000
165 H 5.2202 -4.3261 3.5136  0.000
166 H -0.5149 -2.1831 -0.0851  0.000
167 H 0.3431 -2.4548 1.3743  0.000
168 H -0.7966 -4.6809 1.7584  0.000
169 H -1.9303 -4.4092 0.5221  0.000
170 H -3.0439 -3.8466 2.5000  0.000
171 H -2.8295 -2.3366 1.5249  0.000
172 H -0.8727 -1.7166 2.9749  0.000
173 H -0.8969 -3.1710 3.7778  0.000
174 H -2.2810 -2.0255 4.0329  0.000

(2)
DFT (the ωB97M-V functional and the def2-TZVPD basis) results for a structure of composition C48H113CrN8O12Y at a distorted geometry.

## Properties
E (Eh): -4319.70643
Orbital gap (alpha / beta) (eV): 3.644 / 3.421
Total charge: +2
Spin multiplicity: 5
<S²>: 6.011

Each line ends with the Löwdin spin population.
CARTESIAN COORDINATES (ANGSTROEM)
1 Cr -13.0603 -1.5787 -4.2468  3.736
2 Y -8.5943 -0.9089 -2.5413  0.005
3 C -17.3693 -2.8789 -5.1337  0.000
4 C -17.4343 -1.5059 -4.4440  0.002
5 C -18.8844 -1.2715 -3.9392  0.001
6 C -19.1644 -1.8372 -2.5644  0.000
7 C -18.1226 -1.3555 -1.5880  0.001
8 C -16.6816 -1.7748 -1.9687  0.002
9 N -16.4666 -1.4000 -3.3596  0.021
10 O -15.1305 -1.5813 -3.6917  0.102
11 C -16.5506 -3.3120 -1.7657  0.000
12 C -15.8000 -0.9331 -1.0440  0.000
13 C -17.2122 -0.4181 -5.5021  0.000
14 H -17.7273 -2.8447 -6.1704  0.000
15 H -18.1133 -3.5963 -4.7711  0.000
16 H -16.3698 -3.3144 -5.1372  0.000
17 H -19.5207 -1.8929 -4.5791  0.000
18 H -19.2012 -0.2460 -4.1297  0.000
19 H -19.1138 -2.9302 -2.6455  0.000
20 H -20.2134 -1.6485 -2.3296  0.000
21 H -18.4199 -1.6683 -0.5842  0.000
22 H -18.1788 -0.2619 -1.6017  0.000
23 H -16.5878 -3.8810 -2.6890  0.000
24 H -17.2588 -3.7219 -1.0379  0.000
25 H -15.6404 -3.4954 -1.1793  0.000
26 H -16.0029 -1.2342 -0.0200  0.000
27 H -15.9905 0.1282 -1.1953  0.000
28 H -14.7471 -1.1271 -1.2676  0.000
29 H -16.1901 -0.4720 -5.9068  0.000
30 H -17.1042 0.5272 -4.9583  0.000
31 H -17.8957 -0.3757 -6.3445  0.000
32 C -8.4162 -2.6275 1.4483  0.000
33 C -7.4942 -1.4682 1.8430  0.000
34 C -6.5849 -2.0967 2.9579  0.000
35 C -5.3488 -1.2536 3.1841  0.000
36 C -4.5821 -1.0992 1.9166  0.000
37 C -5.3690 -0.4732 0.7223  0.000
38 N -6.6703 -1.1382 0.6662  0.001
39 O -7.4431 -0.8022 -0.4448  0.001
40 C -4.4907 -0.7456 -0.5259  0.000
41 C -5.5134 1.0696 0.9448  0.000
42 C -8.3053 -0.2793 2.3980  0.000
43 H -7.8738 -3.3910 0.8934  0.000
44 H -9.2917 -2.2279 0.9299  0.000
45 H -8.7854 -3.1455 2.3374  0.000
46 H -6.3220 -3.1278 2.7246  0.000
47 H -7.2373 -2.0486 3.8319  0.000
48 H -4.7593 -1.7164 3.9807  0.000
49 H -5.6466 -0.3023 3.6354  0.000
50 H -3.8986 -1.9151 1.6685  0.000
51 H -3.8158 -0.3263 2.0647  0.000
52 H -4.5774 -1.8111 -0.7397  0.000
53 H -3.4512 -0.5211 -0.2959  0.000
54 H -4.8701 -0.1116 -1.3272  0.000
55 H -4.8459 1.4680 1.7121  0.000
56 H -6.5198 1.3188 1.2731  0.000
57 H -5.2185 1.6041 0.0413  0.000
58 H -8.9093 0.1884 1.6226  0.000
59 H -7.6797 0.4700 2.8899  0.000
60 H -8.9025 -0.5866 3.2616  0.000
61 C -11.9570 -3.2860 -0.2835  0.000
62 C -11.4578 -2.5818 -1.5030  0.007
63 O -10.1987 -2.4000 -1.6403  0.006
64 O -12.3685 -2.0226 -2.1849  0.026
65 H -12.6590 -2.7017 0.3090  0.000
66 H -11.1344 -3.4450 0.4185  0.000
67 H -12.3869 -4.2331 -0.6101  0.000
68 C -13.7480 0.5221 -7.9564  0.001
69 C -13.1221 0.1126 -6.6242  0.011
70 C -13.5330 1.0017 -5.4472  0.005
71 O -13.0822 0.4815 -4.1856  0.032
72 C -13.7499 1.1343 -3.0766  0.004
73 N -13.5792 -1.3034 -6.3945  0.006
74 H -13.4148 -0.0698 -8.8060  0.000
75 H -13.5892 1.5661 -8.2653  0.000
76 H -14.8358 0.6555 -7.9650  0.000
77 H -12.0326 0.1043 -6.7197  0.004
78 H -14.6218 0.8841 -5.4083  0.000
79 H -13.2013 2.0164 -5.6651  0.000
80 H -14.8267 1.1036 -3.2577  0.000
81 H -13.4823 2.1893 -3.0231  0.000
82 H -13.4909 0.4891 -2.2415  0.000
83 H -13.4355 -1.7835 -7.2812  0.002
84 H -14.6039 -1.2754 -6.4342  0.002
85 C -7.5680 -7.7866 -0.9591  0.000
86 C -8.6304 -6.8651 -0.3861  0.000
87 C -8.9742 -7.1489 1.0922  0.000
88 O -10.0682 -6.4019 1.5773  0.000
89 C -11.3193 -6.6687 0.9373  0.000
90 N -8.3407 -5.4563 -0.7267  0.000
91 H -7.9896 -8.7933 -0.9086  0.000
92 H -6.6515 -7.6964 -0.3730  0.000
93 H -7.3706 -7.6909 -2.0271  0.000
94 H -9.5478 -7.1413 -0.9187  0.000
95 H -8.2179 -6.8875 1.8390  0.000
96 H -9.2029 -8.2204 1.1670  0.000
97 H -11.3394 -6.1950 -0.0431  0.000
98 H -12.0092 -6.2099 1.6508  0.000
99 H -11.5971 -7.7251 0.9917  0.000
100 H -8.9862 -4.8180 -0.2662  0.000
101 H -7.4401 -5.3515 -0.2548  0.000
102 C -5.9497 -4.8000 -3.5468  0.000
103 C -7.1840 -3.9910 -3.8937  0.000
104 C -8.3980 -4.8074 -4.3137  0.000
105 O -9.3324 -3.9721 -5.0039  0.003
106 C -8.7935 -3.4480 -6.2272  0.001
107 N -7.4869 -3.1249 -2.6801  0.000
108 H -6.1451 -5.5399 -2.7609  0.000
109 H -5.0398 -4.2852 -3.2422  0.000
110 H -5.7343 -5.5051 -4.3572  0.000
111 H -6.8593 -3.3128 -4.6853  0.000
112 H -8.7946 -5.3047 -3.4276  0.000
113 H -8.1494 -5.6094 -5.0133  0.000
114 H -9.5915 -2.9340 -6.7567  0.001
115 H -8.2666 -4.1766 -6.8418  0.000
116 H -8.0746 -2.6709 -5.9523  0.000
117 H -6.5404 -3.1180 -2.2955  0.000
118 H -7.8818 -3.7926 -1.9974  0.000
119 C -13.6119 -5.0878 -6.4091  0.000
120 C -13.7091 -4.9594 -4.9009  0.001
121 C -13.0669 -6.1902 -4.1906  -0.001
122 O -13.0104 -5.9821 -2.8018  0.001
123 C -14.2257 -6.2073 -2.1028  0.000
124 N -12.9070 -3.7718 -4.4557  0.004
125 H -13.9219 -4.1380 -6.8543  0.000
126 H -14.0428 -5.9821 -6.8516  0.000
127 H -12.5772 -5.0685 -6.7730  0.000
128 H -14.7443 -4.8643 -4.5732  0.000
129 H -12.0621 -6.3378 -4.5806  0.000
130 H -13.7532 -7.0062 -4.4438  0.000
131 H -14.0112 -6.1607 -1.0354  0.000
132 H -14.5275 -7.2329 -2.3342  0.000
133 H -14.9988 -5.4675 -2.3208  0.000
134 H -11.9712 -4.1166 -4.6797  0.005
135 H -12.8950 -3.9501 -3.4443  0.003
136 C -7.7849 5.7205 -1.7651  0.000
137 O -8.0227 4.3577 -1.5247  0.000
138 C -6.9061 3.5742 -1.9319  0.000
139 C -7.2127 2.1045 -1.7527  0.000
140 N -7.9436 1.4941 -2.8552  0.000
141 C -9.2452 2.1168 -3.1255  0.000
142 C -10.2825 2.0727 -1.9988  0.000
143 O -10.2529 0.7216 -1.5350  0.001
144 C -11.0830 0.5440 -0.3692  0.000
145 H -6.9124 6.1752 -1.2809  0.000
146 H -8.6219 6.3025 -1.3770  0.000
147 H -7.6888 5.8421 -2.8525  0.000
148 H -6.0520 3.9376 -1.3569  0.000
149 H -6.6675 3.6663 -3.0037  0.000
150 H -7.7034 1.9081 -0.7993  0.000
151 H -6.2500 1.6018 -1.6514  0.000
152 H -7.4220 1.5593 -3.7275  0.000
153 H -9.7886 1.6752 -3.9718  0.000
154 H -9.1686 3.1722 -3.4015  0.000
155 H -11.2403 2.4094 -2.3883  0.000
156 H -9.9851 2.7261 -1.1765  0.000
157 H -10.8649 1.2488 0.4371  0.000
158 H -10.9198 -0.4406 0.0597  0.000
159 H -12.0970 0.7505 -0.7091  0.000
160 C -15.9375 -2.8137 2.1344  0.000
161 O -15.2248 -2.5793 3.3058  0.000
162 C -14.7660 -1.2633 3.4552  0.000
163 C -13.9332 -1.1206 4.7141  0.000
164 N -12.7007 -1.9257 4.8286  0.000
165 C -11.7938 -1.6998 3.7061  0.000
166 C -10.4293 -2.3705 3.7109  0.000
167 O -9.6606 -1.8145 4.7740  0.000
168 C -8.4755 -2.5963 5.0031  0.000
169 H -15.3094 -2.5981 1.2586  0.000
170 H -16.9021 -2.2994 2.0829  0.000
171 H -16.0352 -3.9018 2.0861  0.000
172 H -15.6047 -0.5577 3.4608  0.000
173 H -14.0992 -1.0029 2.6181  0.000
174 H -14.5426 -1.4302 5.5661  0.000
175 H -13.7156 -0.0601 4.8621  0.000
176 H -13.1009 -2.8607 4.7650  0.000
177 H -11.6452 -0.6165 3.7465  0.000
178 H -12.2641 -2.0345 2.7682  0.000
179 H -9.9390 -2.1947 2.7470  0.000
180 H -10.5726 -3.4557 3.7757  0.000
181 H -8.6672 -3.4325 5.6745  0.000
182 H -7.8164 -1.8245 5.3996  0.000
183 H -8.0488 -2.9714 4.0681  0.000